{"formula": "C60H150N10", "method": "ωB97M-V/def2-TZVPD", "symbols": ["C", "C", "N", "C", "C", "C", "C", "H", "H", "H", "H", "H", "H", "H", "H", "H", "H", "H", "H", "H", "H", "H", "C", "C", "N", "C", "C", "C", "C", "H", "H", "H", "H", "H", "H", "H", "H", "H", "H", "H", "H", "H", "H", "H", "C", "C", "N", "C", "C", "C", "C", "H", "H", "H", "H", "H", "H", "H", "H", "H", "H", "H", "H", "H", "H", "H", "C", "C", "N", "C", "C", "C", "C", "H", "H", "H", "H", "H", "H", "H", "H", "H", "H", "H", "H", "H", "H", "H", "C", "C", "N", "C", "C", "C", "C", "H", "H", "H", "H", "H", "H", "H", "H", "H", "H", "H", "H", "H", "H", "H", "C", "C", "N", "C", "C", "C", "C", "H", "H", "H", "H", "H", "H", "H", "H", "H", "H", "H", "H", "H", "H", "H", "C", "C", "N", "C", "C", "C", "C", "H", "H", "H", "H", "H", "H", "H", "H", "H", "H", "H", "H", "H", "H", "H", "C", "C", "N", "C", "C", "C", "C", "H", "H", "H", "H", "H", "H", "H", "H", "H", "H", "H", "H", "H", "H", "H", "C", "C", "N", "C", "C", "C", "C", "H", "H", "H", "H", "H", "H", "H", "H", "H", "H", "H", "H", "H", "H", "H", "C", "C", "N", "C", "C", "C", "C", "H", "H", "H", "H", "H", "H", "H", "H", "H", "H", "H", "H", "H", "H", "H"], "coordinates": [[17.36484, 13.47759, 4.29511], [17.31986, 14.70704, 5.10100], [16.61154, 15.81234, 4.44214], [16.66282, 16.98486, 5.26394], [17.92348, 17.80357, 5.19595], [17.06951, 16.08129, 3.12135], [16.26754, 17.11506, 2.43547], [17.95410, 13.60171, 3.38402], [16.36221, 13.24270, 3.90557], [17.73291, 12.64216, 4.87820], [16.75225, 14.50139, 6.00906], [18.37624, 14.94877, 5.34553], [15.80439, 17.60766, 4.99183], [16.49461, 16.77736, 6.32346], [18.80141, 17.15675, 5.13802], [17.95698, 18.40818, 4.29611], [18.02314, 18.38146, 6.11124], [16.95373, 15.17342, 2.52231], [18.16487, 16.26024, 3.06037], [16.39985, 18.09732, 2.87848], [15.22309, 16.80755, 2.46086], [16.56142, 17.11796, 1.38535], [18.10879, 25.54923, 6.57600], [18.68787, 24.63989, 5.52912], [18.13779, 23.25769, 5.60188], [18.70161, 22.55059, 6.74220], [17.71767, 21.65564, 7.48811], [18.22139, 22.52505, 4.30893], [17.10560, 21.48606, 4.09782], [17.01429, 25.51476, 6.52542], [18.38451, 26.60021, 6.45618], [18.38330, 25.24388, 7.58756], [18.45997, 25.00710, 4.51820], [19.80439, 24.60527, 5.59306], [19.49660, 21.88209, 6.34301], [19.14469, 23.26428, 7.42708], [18.02811, 21.41782, 8.51980], [16.75292, 22.15497, 7.62087], [17.56093, 20.69620, 7.00608], [19.20582, 22.01549, 4.36434], [18.25427, 23.27656, 3.52190], [16.33475, 21.60812, 4.85067], [17.52304, 20.48414, 4.15768], [16.59041, 21.57299, 3.13639], [21.47943, 25.80814, 9.09370], [22.32722, 27.00075, 8.68290], [21.84695, 27.61420, 7.43211], [22.20967, 29.01246, 7.31568], [23.65939, 29.26015, 7.09411], [22.13322, 26.80388, 6.26410], [21.43045, 27.27353, 5.04817], [21.67651, 25.39973, 10.08827], [21.33682, 25.01830, 8.36004], [20.45750, 26.22244, 9.23523], [22.14445, 27.74520, 9.46513], [23.40388, 26.76359, 8.61506], [21.56008, 29.48554, 6.57727], [21.92666, 29.46021, 8.27751], [23.90077, 30.32078, 6.98103], [24.21541, 28.94151, 7.98053], [24.02364, 28.71733, 6.22210], [21.61840, 25.85610, 6.46468], [23.17898, 26.47856, 6.08891], [21.80229, 28.22380, 4.63310], [20.37429, 27.36136, 5.23561], [21.69102, 26.59421, 4.22436], [14.67936, 26.89089, 3.50859], [15.92766, 27.72702, 3.69496], [16.41489, 28.28752, 2.43319], [17.70035, 29.01423, 2.64175], [18.87366, 28.04239, 2.81518], [15.45555, 29.07634, 1.76292], [14.99541, 30.28425, 2.48561], [14.82972, 26.26838, 2.63177], [13.84347, 27.58159, 3.38567], [14.50328, 26.29550, 4.40022], [15.79061, 28.54770, 4.42416], [16.63165, 26.98875, 4.09600], [17.67412, 29.67149, 3.53990], [17.94162, 29.61272, 1.75658], [18.75433, 27.17559, 2.16509], [18.81194, 27.63129, 3.83179], [19.84539, 28.51695, 2.71609], [15.87133, 29.34860, 0.79127], [14.58062, 28.46238, 1.53288], [14.45893, 30.04753, 3.40662], [15.79508, 31.00680, 2.67342], [14.27503, 30.83726, 1.86591], [15.52402, 23.23930, -2.57289], [16.43194, 24.35791, -2.22707], [17.20901, 24.08189, -1.02418], [18.56085, 24.61423, -1.08200], [18.70639, 26.13851, -1.14082], [16.51556, 24.44909, 0.22239], [16.92431, 23.51541, 1.36035], [15.08453, 23.45246, -3.55848], [14.68880, 23.13863, -1.89000], [16.07103, 22.30190, -2.65154], [17.11963, 24.57890, -3.04507], [15.83537, 25.28300, -2.06422], [19.15070, 24.24344, -0.22990], [19.10269, 24.19635, -1.94212], [18.41998, 26.63506, -0.20843], [19.75735, 26.39697, -1.30250], [18.09815, 26.56150, -1.94257], [15.45987, 24.14936, 0.06144], [16.40679, 25.52709, 0.43135], [16.12131, 23.45326, 2.10637], [17.80224, 23.99164, 1.82148], [17.15360, 22.49136, 1.09557], [22.67402, 24.06369, 11.97955], [21.51281, 23.16085, 11.65756], [20.44112, 23.27251, 12.57338], [19.70736, 24.43131, 12.25455], [18.55079, 24.67147, 13.17493], [19.66697, 22.08510, 12.54123], [19.12761, 21.67884, 11.17900], [22.99683, 23.93943, 13.01179], [22.36150, 25.10716, 11.85426], [23.52322, 23.90484, 11.31529], [21.26017, 23.27296, 10.58678], [21.88025, 22.12434, 11.72268], [20.39753, 25.28599, 12.30595], [19.39163, 24.50044, 11.18344], [17.90902, 25.50260, 12.94624], [18.00818, 23.72982, 13.30323], [18.96706, 24.80050, 14.18931], [18.83670, 22.12426, 13.24655], [20.31456, 21.28132, 12.90310], [19.88363, 21.52177, 10.40866], [18.45082, 22.43371, 10.71528], [18.40585, 20.85351, 11.25540], [18.16236, 32.20701, 9.66212], [18.72300, 31.18057, 8.72149], [18.11501, 31.26219, 7.37112], [18.94635, 32.13972, 6.55560], [18.35950, 32.50204, 5.21580], [18.15104, 29.90898, 6.74721], [16.94050, 29.06555, 7.07989], [17.11703, 31.99410, 9.80461], [18.34169, 33.18715, 9.23178], [18.71750, 32.15302, 10.60195], [19.84068, 31.17605, 8.68696], [18.54542, 30.17247, 9.13319], [19.14988, 33.07603, 7.09642], [19.97524, 31.71592, 6.44946], [17.55905, 31.80334, 4.94399], [17.89811, 33.48122, 5.25099], [19.12206, 32.40359, 4.44932], [19.10861, 29.40412, 6.99619], [18.20671, 30.01478, 5.65700], [16.73407, 28.27075, 6.34148], [15.95016, 29.54529, 7.06221], [16.89291, 28.52983, 8.03972], [9.16124, 17.27878, 6.54563], [8.79129, 18.42891, 5.64620], [8.76963, 19.70461, 6.29995], [10.01118, 20.25810, 6.65180], [10.97198, 20.46498, 5.46386], [7.76848, 19.76499, 7.38815], [7.32139, 21.17184, 7.69048], [9.21762, 16.34580, 5.98323], [8.38187, 17.15067, 7.29989], [10.12456, 17.46110, 7.00392], [9.57532, 18.48333, 4.89268], [7.84517, 18.26621, 5.14032], [10.57101, 19.77810, 7.47903], [9.85790, 21.29233, 6.96957], [10.52573, 21.09557, 4.70004], [11.27068, 19.53996, 4.96594], [11.88742, 20.92045, 5.86068], [6.87354, 19.22744, 7.04617], [8.10672, 19.26651, 8.32030], [6.97861, 21.66440, 6.77400], [6.46034, 21.21244, 8.37078], [8.09128, 21.80234, 8.13709], [12.45849, 21.99673, 2.04813], [13.01173, 23.04410, 1.04715], [11.93406, 23.48001, 0.10935], [12.16534, 24.80293, -0.50633], [12.02799, 26.00432, 0.46741], [11.65948, 22.46969, -0.86053], [10.32094, 22.68851, -1.58462], [13.06280, 22.02234, 2.95859], [12.44565, 20.98757, 1.63932], [11.43780, 22.25837, 2.33240], [13.36602, 23.91214, 1.59378], [13.86225, 22.63897, 0.45333], [13.11451, 24.87101, -1.08402], [11.37096, 24.97645, -1.26180], [12.26799, 26.90873, -0.10507], [11.05101, 26.16912, 0.92126], [12.74520, 25.92834, 1.29656], [11.56231, 21.54164, -0.28920], [12.45882, 22.32744, -1.61922], [9.57453, 22.96901, -0.83741], [10.02428, 21.75942, -2.04888], [10.41713, 23.52870, -2.26842], [21.98869, 21.88757, 8.09194], [22.56092, 22.60174, 6.85532], [23.99602, 22.59523, 6.77526], [24.52540, 23.52070, 7.73293], [26.04241, 23.78627, 7.53973], [24.48018, 22.83661, 5.41206], [23.67219, 22.22345, 4.29711], [22.01746, 20.81556, 7.92030], [20.93376, 22.17782, 8.05641], [22.54808, 22.16510, 8.97433], [22.19031, 21.99146, 6.02340], [22.14066, 23.61706, 6.69330], [23.94284, 24.46540, 7.79647], [24.46395, 23.01490, 8.70456], [26.42992, 24.35476, 8.38484], [26.54372, 22.81187, 7.59073], [26.28078, 24.30738, 6.61887], [25.49406, 22.44400, 5.31422], [24.51268, 23.93456, 5.19387], [22.82854, 22.82605, 3.98389], [23.36231, 21.20128, 4.52684], [24.37376, 22.15125, 3.46504]], "forces_ev_per_a": [[-0.7, -0.9, -1.5], [0.1, 0.9, 0.3], [0.3, -1.1, 1.0], [-1.0, 1.0, 0.7], [0.8, -0.3, -0.1], [1.0, -1.4, -0.8], [-0.3, 0.4, -0.7], [0.4, -0.2, 0.3], [0.1, -0.1, 0.3], [0.1, -0.2, 0.0], [0.3, 0.1, 0.2], [-0.3, 0.3, 0.2], [0.1, 0.2, 0.0], [-0.1, -0.7, -0.1], [0.1, 0.0, 0.2], [0.1, 0.4, 0.1], [0.0, 0.4, -0.2], [-0.1, -0.1, 0.1], [-0.2, 0.3, 0.1], [-0.2, 0.2, -0.2], [-0.1, 0.2, 0.1], [0.0, 0.4, 0.0], [-0.6, 0.2, 0.3], [0.4, -1.0, -0.8], [-0.5, 1.0, -0.3], [0.0, -1.1, -0.7], [-0.4, 0.1, 0.9], [0.6, 0.2, 1.3], [0.1, 0.2, -0.1], [0.1, -0.1, 0.0], [0.3, -0.2, -0.1], [0.1, 0.0, 0.0], [0.0, 0.1, 0.3], [-0.4, 0.1, 0.0], [0.1, 0.3, 0.4], [0.1, 0.1, 0.1], [0.3, 0.1, -0.4], [0.0, 0.0, -0.3], [-0.1, 0.0, -0.3], [-0.2, 0.0, -0.6], [-0.1, -0.3, 0.1], [0.0, 0.0, 0.3], [-0.2, -0.1, 0.1], [0.3, 0.1, 0.1], [-1.7, 0.5, 0.4], [-0.2, 0.1, -0.3], [0.2, -0.4, 0.3], [-0.9, 0.2, 0.8], [1.0, 0.4, 0.0], [-0.6, -1.3, 0.9], [1.1, 0.8, -1.7], [0.6, 0.0, -0.5], [0.5, -0.2, 0.0], [0.3, -0.2, -0.2], [0.5, 0.0, 0.0], [-0.1, 0.0, 0.2], [0.2, 0.0, -0.2], [-0.1, 0.1, -0.2], [-0.2, 0.0, -0.2], [0.1, -0.2, -0.2], [0.2, 0.1, 0.0], [0.3, -0.2, 0.1], [0.0, 0.7, 0.1], [-0.2, 0.1, 0.5], [-0.4, -0.1, -0.1], [-0.6, -0.2, 0.2], [-0.2, 1.0, 0.2], [0.4, -0.3, 0.0], [2.1, -0.7, 1.0], [0.1, -0.6, -0.2], [-0.9, -0.5, 1.0], [-0.7, -0.1, -1.2], [-0.9, 1.7, 0.1], [-0.2, -0.2, -0.1], [-0.4, -0.4, -0.2], [-0.1, -0.2, 0.0], [-0.1, -0.4, 0.1], [0.5, 0.6, -0.1], [-0.2, -0.1, -0.5], [-0.5, 0.1, 0.1], [0.2, 0.2, -0.3], [0.2, 0.0, -0.1], [0.0, 0.0, -0.2], [0.0, 0.1, -0.1], [0.1, -0.1, -0.1], [0.2, 0.1, 0.1], [0.0, -0.2, 0.3], [0.1, -0.2, 0.1], [-0.6, -0.4, -1.1], [0.3, 1.3, 0.8], [0.5, 0.5, 0.4], [0.8, 0.1, 0.1], [0.0, 0.1, 0.2], [-1.9, -2.0, -1.1], [0.5, 1.7, 0.9], [0.0, -0.2, 0.1], [0.0, -0.1, 0.3], [0.0, -0.1, 0.1], [0.0, -0.1, 0.0], [0.2, -0.2, -0.3], [-0.4, 0.0, 0.0], [-0.4, -0.1, 0.0], [-0.1, -0.1, -0.1], [-0.1, 0.0, -0.1], [0.1, 0.0, 0.0], [0.3, 0.3, -0.3], [0.8, -0.2, 0.3], [0.2, 0.3, 0.0], [-0.1, -0.6, 0.2], [0.1, 0.0, -0.6], [0.0, 0.8, 0.1], [2.2, -1.3, -0.7], [0.0, 0.2, 0.1], [-0.5, 2.5, -1.1], [0.4, -1.0, 1.6], [-0.6, -1.7, 0.1], [-1.6, 0.6, -0.9], [0.0, -0.1, 0.0], [0.3, -0.1, 0.2], [0.0, -0.1, -0.1], [-0.4, 0.2, 0.3], [0.0, 0.1, 0.0], [-0.2, -0.1, 0.3], [-0.1, -0.5, 0.3], [-0.2, 0.2, -0.3], [-0.6, 0.5, -0.4], [-0.1, 0.3, -0.2], [0.2, 0.0, 0.0], [0.0, -0.1, 0.0], [0.1, -0.5, 0.2], [0.5, 0.1, 0.5], [0.7, -0.3, 0.1], [1.0, 0.0, -0.1], [0.2, -1.3, -0.2], [0.9, -0.8, 0.0], [1.0, 0.5, 0.6], [-0.6, -0.7, -0.3], [0.0, 0.3, 0.0], [-1.6, -1.3, 0.1], [-0.4, 0.3, 0.2], [-0.4, 0.3, 0.1], [-0.3, 0.1, 0.1], [-0.4, 0.5, -0.3], [-0.4, 0.3, -0.2], [-0.3, -0.2, 0.1], [-0.4, -0.1, -0.1], [0.1, 0.1, 0.0], [0.1, 0.3, -0.3], [0.0, 0.4, -0.3], [-0.4, 0.0, 0.2], [-0.2, 0.1, 0.2], [0.7, 0.1, 0.1], [0.6, 0.8, -0.1], [0.7, 0.3, 0.0], [-0.6, -0.6, 0.1], [0.9, -0.2, -0.4], [-2.0, 0.1, 0.6], [1.8, 1.4, -0.3], [0.2, -0.5, 0.3], [0.0, -0.2, -0.3], [-0.4, 0.9, 0.0], [0.1, 0.0, 0.0], [0.3, -0.1, 0.2], [0.2, 0.0, 0.3], [-0.3, 0.0, -0.4], [-0.2, -0.1, -0.1], [-0.2, -0.3, -0.1], [-0.3, -0.1, 0.4], [-0.1, 0.2, 0.0], [0.0, 0.0, 0.1], [-0.2, 0.1, -0.2], [0.3, -0.1, 0.0], [0.0, 0.1, -0.3], [0.2, -0.1, 0.0], [0.2, -0.3, 0.0], [0.1, -0.1, 0.0], [0.4, 0.6, -0.2], [-0.9, -0.3, -0.7], [0.9, 1.3, 0.6], [-1.0, 0.4, 0.1], [0.9, -0.3, -0.2], [-0.8, -0.8, -0.4], [0.6, 0.4, 0.9], [0.0, -0.2, -0.1], [0.1, 0.0, 0.1], [0.0, 0.1, -0.1], [0.0, 0.1, 0.0], [-0.2, 0.1, 0.4], [-0.1, -0.1, 0.4], [0.4, -0.3, 0.4], [0.1, -0.1, 0.2], [-0.2, -0.5, -0.3], [-0.1, 0.1, -0.2], [0.2, -0.1, -0.3], [0.0, 0.1, 0.3], [0.0, -0.1, -0.1], [-0.2, 0.0, -0.5], [-0.3, -0.3, -0.4], [-0.1, 0.7, -1.2], [-0.7, -1.1, -0.6], [-0.2, -0.2, -0.9], [1.5, 0.2, 0.8], [-0.6, -0.5, 0.6], [0.0, 0.9, 0.1], [0.5, -0.6, -0.3], [0.3, -0.1, 0.2], [0.2, -0.1, 0.9], [-0.4, 0.0, 0.5], [-0.1, 0.4, 0.1], [0.1, -0.1, 0.3], [0.2, -0.2, -0.2], [-0.2, 0.4, 0.1], [-0.1, 0.2, 0.0], [0.1, 0.2, -0.3], [0.1, 0.0, -0.1], [0.0, 0.2, 0.3], [0.2, -0.4, 0.2], [-0.3, 0.0, 0.0], [-0.1, 0.1, 0.0], [-0.2, 0.0, -0.3]], "lowdin_charge": [-0.119, -0.276, -0.182, -0.278, -0.092, -0.322, -0.087, 0.068, 0.090, 0.076, 0.119, 0.122, 0.113, 0.117, 0.072, 0.044, 0.068, 0.106, 0.130, 0.056, 0.090, 0.082, -0.085, -0.249, -0.176, -0.262, -0.066, -0.209, -0.058, 0.080, 0.050, 0.064, 0.101, 0.111, 0.107, 0.088, 0.052, 0.080, 0.049, 0.111, 0.063, 0.071, 0.040, 0.044, -0.076, -0.236, -0.174, -0.289, -0.085, -0.291, -0.105, 0.029, 0.046, 0.086, 0.118, 0.110, 0.093, 0.107, 0.078, 0.075, 0.072, 0.075, 0.120, 0.079, 0.045, 0.091, -0.079, -0.264, -0.178, -0.226, -0.080, -0.312, -0.090, 0.063, 0.070, 0.077, 0.103, 0.100, 0.094, 0.117, 0.064, 0.038, 0.072, 0.120, 0.103, 0.074, 0.071, 0.082, -0.094, -0.287, -0.187, -0.260, -0.085, -0.240, -0.090, 0.082, 0.034, 0.082, 0.115, 0.120, 0.110, 0.112, 0.047, 0.073, 0.067, 0.078, 0.116, 0.067, 0.055, 0.084, -0.082, -0.314, -0.186, -0.307, -0.074, -0.267, -0.090, 0.082, 0.050, 0.072, 0.093, 0.127, 0.112, 0.119, 0.071, 0.057, 0.090, 0.101, 0.121, 0.054, 0.074, 0.081, -0.087, -0.287, -0.156, -0.291, -0.083, -0.247, -0.095, 0.072, 0.064, 0.076, 0.114, 0.112, 0.111, 0.112, 0.058, 0.071, 0.074, 0.111, 0.081, 0.034, 0.080, 0.073, -0.086, -0.271, -0.201, -0.291, -0.087, -0.257, -0.107, 0.075, 0.066, 0.070, 0.095, 0.116, 0.119, 0.105, 0.070, 0.059, 0.075, 0.118, 0.118, 0.081, 0.074, 0.062, -0.081, -0.228, -0.194, -0.234, -0.077, -0.289, -0.082, 0.063, 0.062, 0.073, 0.088, 0.107, 0.108, 0.101, 0.070, 0.072, 0.039, 0.105, 0.114, 0.080, 0.066, 0.055, -0.059, -0.278, -0.182, -0.262, -0.083, -0.265, -0.107, 0.081, 0.042, 0.050, 0.089, 0.102, 0.106, 0.104, 0.068, 0.081, 0.058, 0.111, 0.123, 0.069, 0.081, 0.076], "e_above_lowest_kcal_mol": 62.6, "gap_ev": 8.7637, "smiles": "CCN(CC)CC.CCN(CC)CC.CCN(CC)CC.CCN(CC)CC.CCN(CC)CC.CCN(CC)CC.CCN(CC)CC.CCN(CC)CC.CCN(CC)CC.CCN(CC)CC", "e_tot_ha": -2923.371228}